## 1
12
Properties=species:S:1:pos:R:3:mulliken_charge:R:1 method="wB97M-V/def2-TZVPD" multiplicity=1 homo_lumo_gap_ev=8.77 e_homo_ev=-8.0 lumo_ev=0.76
N -2.206 -0.370 -0.495 -0.461
C -0.905 -0.109 -0.185 0.729
C 0.224 -0.965 -0.047 -1.138
C 1.285 0.062 -0.008 0.749
O 2.582 -0.294 0.052 -0.485
C 0.756 1.299 0.105 -0.553
O -0.623 1.184 -0.060 -0.339
H -2.895 0.223 -0.052 0.258
H -2.466 -1.344 -0.532 0.261
H 0.515 -0.737 1.082 0.204
H 2.611 -1.218 -0.244 0.373
H 1.122 2.268 0.383 0.401



## 2
12
Properties=species:S:1:pos:R:3:mulliken_charge:R:1 method="wB97M-V/def2-TZVPD" multiplicity=1 homo_lumo_gap_ev=9.55 e_homo_ev=-9.9 lumo_ev=-0.40
O 2.612 -0.436 -0.689 -0.470
C 1.436 -0.203 -0.833 0.003
C 0.632 0.447 0.280 -0.075
C -0.585 1.174 0.028 -0.300
N -1.082 0.139 0.925 -0.437
C -1.161 -1.160 0.544 0.176
O -0.301 -1.771 -0.072 -0.515
H 0.948 -0.319 -1.820 0.315
H 1.176 0.550 1.207 0.392
H -0.945 1.142 -1.001 0.258
H -0.685 2.134 0.513 0.250
H -2.045 -1.697 0.919 0.404



Which structure is the most stable? The one labeled 2.



## 1
12
Properties=species:S:1:pos:R:3:mulliken_charge:R:1 method="wB97M-V/def2-TZVPD" multiplicity=1 homo_lumo_gap_ev=8.85 e_homo_ev=-9.2 lumo_ev=-0.33
O 0.937 2.502 0.391 -0.505
C 0.462 1.401 0.399 0.216
N 1.226 0.182 0.427 0.039
C 0.583 -0.978 0.354 -0.574
C -0.877 -0.532 0.287 0.156
O -1.248 0.122 1.500 -0.401
C -0.966 0.929 0.363 -0.027
H 2.232 0.243 0.543 0.201
H 0.637 -2.117 -1.675 -0.208
H 0.411 -2.151 -2.387 0.220
H -1.637 -1.157 -0.173 0.450
H -1.761 1.556 -0.027 0.433



## 2
12
Properties=species:S:1:pos:R:3:mulliken_charge:R:1 method="wB97M-V/def2-TZVPD" multiplicity=1 homo_lumo_gap_ev=10.52 e_homo_ev=-9.7 lumo_ev=0.80
O -1.308 -1.531 1.610 -0.591
C -0.706 -0.805 0.850 0.168
N -0.905 0.544 0.679 -0.156
C 0.053 1.191 -0.202 -0.571
C 0.837 0.023 -0.785 -0.144
O 1.652 -0.649 0.167 -0.412
C 0.375 -1.201 -0.139 0.050
H -1.826 0.915 0.837 0.251
H 0.717 1.852 0.370 0.221
H -0.439 1.778 -0.982 0.333
H 1.224 0.066 -1.800 0.435
H 0.326 -2.182 -0.605 0.416



Which structure is the most stable? The one labeled 2.



## 1
12
Properties=species:S:1:pos:R:3:mulliken_charge:R:1 method="wB97M-V/def2-TZVPD" multiplicity=1 homo_lumo_gap_ev=8.66 e_homo_ev=-8.8 lumo_ev=-0.12
O 0.985 2.356 0.385 -0.554
C 0.504 1.258 0.265 0.190
N 1.239 0.065 0.107 -0.023
C 0.517 -1.094 0.036 -0.345
C -0.922 -0.630 0.101 -0.151
O -1.169 -0.082 1.386 -0.416
C -0.941 0.824 0.300 0.068
H 2.237 0.079 0.269 0.223
H 0.730 -1.865 -0.959 0.072
H 0.382 -1.482 -1.706 0.096
H -1.727 -1.189 -0.367 0.406
H -1.740 1.514 0.050 0.435



## 2
12
Properties=species:S:1:pos:R:3:mulliken_charge:R:1 method="wB97M-V/def2-TZVPD" multiplicity=1 homo_lumo_gap_ev=10.30 e_homo_ev=-9.8 lumo_ev=0.49
C 0.689 -0.712 -0.222 -1.413
C -0.475 -0.188 0.673 0.392
O -0.523 1.248 0.587 -0.393
C -1.709 1.610 0.032 0.027
N -2.528 0.695 -0.351 -0.516
C -1.973 -0.529 -0.035 0.383
O -2.460 -1.567 -0.211 -0.460
H 1.491 -1.149 0.223 0.346
H 0.988 0.089 -0.778 0.432
H 0.324 -1.409 -0.951 0.351
H -0.617 -0.418 1.773 0.368
H -1.946 2.600 -0.096 0.484



## 3
12
Properties=species:S:1:pos:R:3:mulliken_charge:R:1 method="wB97M-V/def2-TZVPD" multiplicity=1 homo_lumo_gap_ev="8.21 / 8.21" e_homo_ev="-7.7 / -7.7" lumo_ev="0.46 / 0.46"
C 1.236 -2.069 0.443 0.011
C -0.946 -1.025 0.354 0.363
C -0.935 1.622 -0.354 -0.421
C 0.392 0.967 -0.422 -0.394
N -0.645 0.153 -0.148 -0.004
O 2.241 -1.581 0.005 -0.380
O -1.887 -1.529 0.852 -0.433
H 1.133 -2.934 1.161 0.281
H -1.323 2.287 0.434 0.269
H -1.155 2.086 -1.301 0.226
H 0.760 0.843 -1.436 0.246
H 1.128 1.179 0.413 0.236



## 4
12
Properties=species:S:1:pos:R:3:mulliken_charge:R:1 method="wB97M-V/def2-TZVPD" multiplicity=1 homo_lumo_gap_ev="7.79 / 7.89" e_homo_ev="-9.0 / -8.7" lumo_ev="-1.18 / -0.86"
N 0.425 -0.292 2.133 -0.440
C 0.492 -0.561 0.789 0.591
C -0.480 0.180 -0.030 -0.595
C -0.388 0.292 -1.395 0.777
O -1.125 1.175 -2.104 -0.474
C 0.227 -0.757 -2.113 -0.494
O 1.301 -1.371 0.348 -0.638
H 1.168 -0.684 2.693 0.252
H -0.007 0.553 2.471 0.209
H -1.342 0.620 0.473 0.243
H -1.520 1.807 -1.487 0.314
H 1.249 -0.963 -1.777 0.254



Which structure is the most stable? The one labeled 2.



## 1
12
Properties=species:S:1:pos:R:3:mulliken_charge:R:1 method="wB97M-V/def2-TZVPD" multiplicity=1 homo_lumo_gap_ev=9.50 e_homo_ev=-9.2 lumo_ev=0.28
O -2.433 0.990 0.044 -0.583
C -1.578 0.123 0.084 -0.065
C -0.584 -0.098 -0.926 -0.005
C 0.508 0.747 0.761 -0.533
N 1.630 -0.001 0.474 -0.397
C 1.455 -0.966 -0.314 0.159
O 0.268 -1.187 -0.941 -0.326
H -1.325 -0.463 0.984 0.338
H -0.828 0.184 -1.964 0.344
H 0.519 1.821 0.620 0.331
H 0.135 0.511 1.779 0.347
H 2.231 -1.661 -0.601 0.388



## 2
12
Properties=species:S:1:pos:R:3:mulliken_charge:R:1 method="wB97M-V/def2-TZVPD" multiplicity=1 homo_lumo_gap_ev=8.51 e_homo_ev=-8.0 lumo_ev=0.50
O -2.008 0.155 -0.119 -0.590
C -0.679 0.247 -0.104 0.385
C 0.199 1.069 -0.751 -0.434
C 1.471 0.635 -0.280 -0.520
C 1.313 -0.454 0.564 -0.487
N -0.031 -0.695 0.606 0.253
O -0.745 -1.779 1.155 -0.440
H -2.246 0.360 -1.047 0.346
H 0.002 1.917 -1.417 0.366
H 2.323 1.287 -0.399 0.360
H 2.095 -1.074 1.005 0.379
H -1.694 -1.668 0.788 0.382



## 3
12
Properties=species:S:1:pos:R:3:mulliken_charge:R:1 method="wB97M-V/def2-TZVPD" multiplicity=1 homo_lumo_gap_ev=9.55 e_homo_ev=-9.3 lumo_ev=0.29
O 2.566 -0.408 -0.551 -0.386
C 1.276 -0.284 -0.620 -0.625
C 0.598 0.336 0.535 0.220
C -0.562 1.240 0.180 -0.444
N -0.781 -0.034 0.771 -0.155
C -1.411 -1.085 0.101 0.109
O -2.421 -0.968 -0.541 -0.491
H 1.991 -0.754 -1.521 0.644
H 1.212 0.553 1.410 0.275
H -0.812 1.353 -0.873 0.284
H -0.735 2.106 0.812 0.229
H -0.921 -2.054 0.296 0.341



## 4
12
Properties=species:S:1:pos:R:3:mulliken_charge:R:1 method="wB97M-V/def2-TZVPD" multiplicity=1 homo_lumo_gap_ev=10.81 e_homo_ev=-10.2 lumo_ev=0.62
O -2.032 0.367 1.693 -0.456
C -1.038 0.565 1.034 -0.110
C -0.097 -0.557 0.727 0.040
C -0.126 -1.143 -0.635 -0.431
N 1.030 -0.386 -0.207 -0.322
C 1.176 0.901 -0.760 0.096
O 0.480 1.368 -1.627 -0.457
H -0.787 1.569 0.642 0.368
H 0.094 -1.213 1.567 0.388
H -0.770 -0.690 -1.382 0.279
H 0.039 -2.212 -0.736 0.234
H 2.032 1.433 -0.316 0.371



Which structure is the most stable? The one labeled 4.



## 1
12
Properties=species:S:1:pos:R:3:mulliken_charge:R:1 method="wB97M-V/def2-TZVPD" multiplicity=1 homo_lumo_gap_ev=9.72 e_homo_ev=-10.1 lumo_ev=-0.35
C -1.543 -0.334 -0.691 -1.197
C -0.107 -0.027 -0.346 0.884
C 0.253 1.411 -0.023 -0.120
O 1.348 1.752 0.343 -0.413
C 1.973 -0.355 2.072 0.127
O 3.050 -0.630 1.836 -0.172
N 0.836 -0.874 -0.274 -0.549
H -1.632 -0.571 -1.757 0.302
H -1.887 -1.203 -0.123 0.322
H -2.211 0.505 -0.476 0.347
H -0.573 2.147 -0.117 0.270
H 0.493 -1.822 -0.444 0.201



## 2
12
Properties=species:S:1:pos:R:3:mulliken_charge:R:1 method="wB97M-V/def2-TZVPD" multiplicity=1 homo_lumo_gap_ev=8.42 e_homo_ev=-8.9 lumo_ev=-0.48
O -1.441 -1.811 -1.233 -0.420
C -0.578 -1.155 -1.753 0.039
C 0.100 0.035 -1.073 0.533
O 0.897 0.707 -1.678 -0.530
N -0.349 0.272 0.226 0.149
C 0.541 1.035 1.114 -0.892
C -0.379 -0.793 1.146 -0.497
H -0.187 -1.363 -2.767 0.363
H -0.016 1.786 1.674 0.252
H 1.385 1.416 0.541 0.368
H 0.985 0.260 1.791 0.391
H -0.958 -0.389 2.010 0.245



## 3
12
Properties=species:S:1:pos:R:3:mulliken_charge:R:1 method="wB97M-V/def2-TZVPD" multiplicity=1 homo_lumo_gap_ev=10.30 e_homo_ev=-9.9 lumo_ev=0.38
O 2.376 -0.743 -0.397 -0.476
C 1.296 -0.256 -0.619 -0.128
C 0.541 0.455 0.467 0.176
C -0.528 1.361 0.072 -0.537
N -0.698 -0.087 1.041 -0.406
C -1.091 -1.281 0.280 0.123
O -1.130 -1.370 -0.920 -0.439
H 0.871 -0.238 -1.638 0.404
H 1.175 0.799 1.282 0.366
H -1.087 1.245 -0.850 0.276
H -0.553 2.412 0.445 0.250
H -1.322 -2.201 0.851 0.390



Which structure is the most stable? The one labeled 1.



## 1
12
Properties=species:S:1:pos:R:3:mulliken_charge:R:1 method="wB97M-V/def2-TZVPD" multiplicity=1 homo_lumo_gap_ev=9.03 e_homo_ev=-9.0 lumo_ev=0.08
C -1.521 -0.362 -0.587 -1.122
C -0.092 0.018 -0.448 0.667
C 0.409 1.308 -0.267 -0.794
O 1.887 1.111 -0.232 -0.321
C 1.634 0.113 0.615 0.925
O 1.562 0.216 1.810 -0.537
N 0.924 -0.902 -0.195 -0.427
H -1.668 -0.974 -1.486 0.321
H -1.852 -0.955 0.273 0.335
H -2.136 0.536 -0.678 0.317
H 0.245 1.579 0.827 0.322
H 0.608 -1.688 0.366 0.314



## 2
12
Properties=species:S:1:pos:R:3:mulliken_charge:R:1 method="wB97M-V/def2-TZVPD" multiplicity=1 homo_lumo_gap_ev=10.53 e_homo_ev=-9.9 lumo_ev=0.59
O -0.945 1.574 1.993 -0.477
C -0.829 0.738 1.132 -0.112
C 0.515 0.226 0.701 0.147
C 0.586 -1.198 0.238 -0.461
N 0.773 -0.101 -0.681 -0.210
C -0.077 0.320 -1.697 0.117
O -0.865 1.232 -1.583 -0.483
H -1.714 0.266 0.661 0.294
H 1.354 0.684 1.218 0.336
H -0.363 -1.737 0.213 0.254
H 1.461 -1.803 0.458 0.237
H 0.105 -0.202 -2.653 0.358



Which structure is the most stable? The one labeled 2.